DFT (wB97M-V/def2-TZVPD) results for a structure of composition C3H8N2OS at a distorted geometry.

- Kohn-Sham gap (eV) = 8.55
- largest force on an atom (Eh/bohr) = 0.119
- E (eV) = -19096.1553
- HOMO level (hartree) = -0.3004

Each line ends with the natural charge from an NBO analysis.
CARTESIAN COORDINATES (ANGSTROEM)
C1 1.429218 0.817661 1.420093  -0.69
C2 -0.097140 0.384926 1.163581  -0.44
C3 -0.252166 -0.120662 -0.253721  0.31
H1 1.220769 1.593529 2.403205  0.23
H2 2.295204 0.009915 1.683296  0.23
H3 1.858824 1.534850 0.510430  0.23
H4 -0.846110 -0.309065 2.376902  0.21
H5 -0.960696 1.429854 0.974738  0.29
H6 0.901476 -1.813286 -0.055619  0.37
H7 0.600738 -1.498293 -2.506037  0.49
H8 -3.054853 0.754279 -2.224054  0.08
N1 0.685955 -1.097173 -0.769790  -0.36
N2 -1.469641 0.260888 -0.745067  -0.61
O1 -0.140333 -1.733978 -1.752267  -0.57
S1 -2.171245 -0.213446 -2.225691  0.22

Atoms 1-2, force components in eV/Å:
C 0.0 2.6 1.8
C -2.0 2.4 0.8

***

DFT (wB97M-V/def2-TZVPD) results for an isolated molecule of C3H8N2OS at a distorted geometry.

- Kohn-Sham gap (eV) = 10.06
- SMILES = [H]/N=C(\CS)NOC
- largest force on an atom (Eh/bohr) = 0.030
- E (eV) = -19101.2462
- HOMO level (hartree) = -0.3405

Each line ends with the natural charge from an NBO analysis.
CARTESIAN COORDINATES (ANGSTROEM)
H1 -0.756607 -2.455364 -0.002261  0.35
N1 -0.549490 -1.795797 -0.762316  -0.70
C1 -0.137054 -0.648549 -0.388627  0.42
C2 0.049523 -0.037236 0.986705  -0.64
S1 -0.644916 -0.797400 2.431536  0.01
N2 0.217459 0.185024 -1.473511  -0.35
O1 1.066305 1.281483 -1.241233  -0.39
C3 0.487955 2.306665 -2.072181  -0.25
H2 -0.332372 1.000844 0.909179  0.26
H3 1.135672 0.049316 1.149195  0.25
H4 0.049176 -1.939410 2.414878  0.12
H5 0.637324 -0.452261 -2.152897  0.38
H6 1.016636 3.242225 -1.959823  0.19
H7 0.428099 2.035610 -3.121530  0.18
H8 -0.468044 2.575703 -1.716031  0.18

Atoms 1-2, force components in eV/Å:
H -0.1 0.7 -0.1
N 0.4 0.0 0.8

***

DFT (wB97M-V/def2-TZVPD) results for an isolated molecule of C3H8N2OS at a distorted geometry.

- Kohn-Sham gap (eV) = 10.01
- SMILES = NC(=O)NCCS
- largest force on an atom (Eh/bohr) = 0.041
- E (eV) = -19103.9328
- HOMO level (hartree) = -0.3459

Each line ends with the natural charge from an NBO analysis.
CARTESIAN COORDINATES (ANGSTROEM)
N1 1.739239 -0.227853 -1.022605  -0.87
C1 1.092038 0.986817 -1.242428  0.78
O1 1.375880 1.757189 -2.131210  -0.62
N2 -0.027264 1.164834 -0.466160  -0.64
C2 -0.429980 0.577983 0.813999  -0.25
C3 -1.441619 -0.550345 0.628840  -0.50
S1 -1.003335 -2.068888 1.658086  -0.07
H1 2.739650 -0.204299 -0.955410  0.40
H2 1.235413 -0.968192 -0.566105  0.38
H3 -0.666459 1.869694 -0.790002  0.40
H4 0.451066 0.238422 1.355742  0.22
H5 -0.864429 1.385317 1.394121  0.21
H6 -2.436105 -0.295082 0.996950  0.23
H7 -1.438602 -0.999576 -0.351773  0.23
H8 -0.325495 -2.666021 0.677956  0.11

Atoms 1-2, force components in eV/Å:
N 0.0 0.5 0.0
C -0.8 -0.9 -0.1

***

DFT (wB97M-V/def2-TZVPD) results for an isolated molecule of C3H8N2OS at a distorted geometry.

- Kohn-Sham gap (eV) = 9.46
- SMILES = O=CNNCCS
- largest force on an atom (Eh/bohr) = 0.147
- E (eV) = -19099.6060
- HOMO level (hartree) = -0.3242

Each line ends with the natural charge from an NBO analysis.
CARTESIAN COORDINATES (ANGSTROEM)
O1 0.031161 -2.550435 -0.599386  -0.58
C1 -0.634839 -1.753827 0.167190  0.51
N1 -1.017860 -0.424214 -0.355188  -0.54
N2 -1.575659 0.449692 0.785976  -0.48
C2 -0.796873 1.744656 0.784456  -0.27
C3 0.745548 1.245128 0.841919  -0.46
S1 1.452626 0.404015 -0.857448  -0.12
H1 -0.947804 -1.841836 1.187174  0.16
H2 -0.598891 0.169229 -1.131769  0.40
H3 -2.621824 0.577778 0.259479  0.37
H4 -0.887500 2.232173 1.761541  0.22
H5 -1.021162 2.546482 -0.082368  0.20
H6 0.865284 0.559409 1.669931  0.21
H7 1.439900 2.073453 1.185690  0.22
H8 2.552312 0.028448 -0.112324  0.16

Atoms 1-2, force components in eV/Å:
O -3.2 3.0 4.0
C 3.1 0.7 -6.9

***

DFT (wB97M-V/def2-TZVPD) results for the ion C3H8N2P with charge +1 at a distorted geometry.

- Kohn-Sham gap (spin up / spin down) (eV) = 7.63 / 8.72
- largest force on an atom (Eh/bohr) = 0.083
- E (eV) = -15498.6498
- 2S+1 = 3
- net charge = +1
- HOMO level (spin up / spin down) (hartree) = -0.4407 / -0.5290

Each line ends with the Löwdin spin population.
CARTESIAN COORDINATES (ANGSTROEM)
C1 -1.056425 0.638651 0.667640  0.13
C2 1.237203 0.822360 -0.405404  0.12
C3 -1.106596 -1.562994 -0.440529  0.63
N1 -0.105271 1.349597 -0.019602  0.13
N2 -1.178143 -0.704102 0.676670  0.06
P1 1.895349 -0.758050 0.413697  0.79
H1 -1.611159 1.227665 1.480360  0.01
H2 1.129847 0.779751 -1.417602  0.01
H3 1.786256 1.744656 -0.239626  0.02
H4 -1.385689 -2.618448 -0.385708  0.03
H5 -0.768404 -1.222985 -1.419918  0.03
H6 -0.284952 2.351170 0.141328  0.00
H7 -1.456607 -1.301744 1.417441  0.00
H8 2.904592 -0.745527 -0.468742  0.06

Atoms 1-2, force components in eV/Å:
C 1.3 1.2 1.7
C -0.9 1.2 1.8

***

DFT (wB97M-V/def2-TZVPD) results for an isolated molecule of C3H8N2S at a distorted geometry.

- Kohn-Sham gap (eV) = 9.62
- SMILES = CC/N=C\NS
- largest force on an atom (Eh/bohr) = 0.103
- E (eV) = -17053.5296
- HOMO level (hartree) = -0.3347

Each line ends with the natural charge from an NBO analysis.
CARTESIAN COORDINATES (ANGSTROEM)
C1 2.782447 -0.820467 -0.386656  -0.62
C2 2.098875 0.121707 0.592338  -0.25
N1 1.263417 1.109205 -0.153764  -0.44
C3 0.019010 0.690846 -0.315295  0.26
N2 -0.869793 -0.304479 0.246511  -0.84
S1 -2.530226 -0.137564 0.009579  0.21
H1 3.248771 -1.683395 0.171479  0.22
H2 3.260584 -0.303683 -1.187254  0.23
H3 1.877448 -1.334798 -0.980065  0.20
H4 2.710625 0.766236 1.240177  0.20
H5 1.305246 -0.357690 1.200927  0.16
H6 -0.677458 1.247942 -0.879385  0.17
H7 -0.693438 -0.793958 1.337935  0.41
H8 -2.705534 -0.925228 -1.048629  0.09

Atoms 1-2, force components in eV/Å:
C -3.3 -2.3 0.2
C -1.8 1.4 0.4

***

DFT (wB97M-V/def2-TZVPD) results for an isolated molecule of C3H8N2S at a distorted geometry.

- Kohn-Sham gap (eV) = 9.72
- SMILES = CC/N=C\NS
- largest force on an atom (Eh/bohr) = 0.100
- E (eV) = -17054.4893
- HOMO level (hartree) = -0.3346

Each line ends with the natural charge from an NBO analysis.
CARTESIAN COORDINATES (ANGSTROEM)
C1 -1.426946 0.146405 -0.972340  -0.60
C2 -1.228328 -0.152313 0.484845  -0.25
N1 -0.301798 -1.226805 0.588432  -0.47
C3 0.972532 -1.026798 0.627420  0.27
N2 1.824072 0.054943 0.694624  -0.78
S1 1.649160 1.692296 0.192338  0.21
H1 -0.560217 0.768970 -1.272955  0.19
H2 -2.228430 0.950168 -0.946331  0.20
H3 -1.635058 -0.629731 -1.610960  0.21
H4 -0.933411 0.714908 0.995983  0.17
H5 -2.100045 -0.421810 1.049733  0.19
H6 1.623454 -1.886468 0.723083  0.16
H7 2.768102 -0.369237 0.543301  0.39
H8 1.576915 1.385471 -1.097172  0.09

Atoms 1-2, force components in eV/Å:
C -0.6 4.8 1.7
C 0.0 -1.0 -0.2

***

DFT (wB97M-V/def2-TZVPD) results for an isolated molecule of C3H8N2S at a distorted geometry.

- Kohn-Sham gap (eV) = 10.04
- SMILES = CC/N=C\NS
- largest force on an atom (Eh/bohr) = 0.039
- E (eV) = -17055.0980
- HOMO level (hartree) = -0.3409

Each line ends with the natural charge from an NBO analysis.
CARTESIAN COORDINATES (ANGSTROEM)
C1 -3.265985 -0.343072 0.127937  -0.61
C2 -1.784817 -0.456711 -0.066969  -0.26
N1 -1.187169 0.885853 -0.058005  -0.45
C3 0.057258 0.923709 -0.013133  0.27
N2 0.906187 -0.206366 -0.068867  -0.81
S1 2.606471 -0.196490 -0.020370  0.19
H1 -3.657566 0.184144 -0.733458  0.21
H2 -3.490585 0.297692 0.967761  0.22
H3 -3.794564 -1.263854 0.243052  0.21
H4 -1.264664 -1.100317 0.607393  0.18
H5 -1.513742 -0.845056 -1.011892  0.17
H6 0.602266 1.839262 0.193606  0.17
H7 0.522600 -0.963065 -0.640849  0.39
H8 2.820853 -0.504928 1.301397  0.10

Atoms 1-2, force components in eV/Å:
C 0.0 0.7 -0.3
C 0.3 1.2 -0.2

***

DFT (wB97M-V/def2-TZVPD) results for an isolated molecule of C3H8N2S at a distorted geometry.

- Kohn-Sham gap (eV) = 8.84
- SMILES = CNCC(N)=S
- largest force on an atom (Eh/bohr) = 0.094
- E (eV) = -17054.9541
- HOMO level (hartree) = -0.3025

Each line ends with the natural charge from an NBO analysis.
CARTESIAN COORDINATES (ANGSTROEM)
C1 -1.598284 -0.428308 -0.706186  -0.42
N1 -0.930721 0.024064 0.465856  -0.63
C2 0.409365 -0.580077 0.672714  -0.35
C3 1.518996 0.204704 0.193758  0.12
N2 1.297852 1.529240 0.059962  -0.79
S1 2.937507 -0.564089 -0.214377  -0.17
H1 -1.504459 -1.555660 -0.967768  0.18
H2 -2.677650 -0.130933 -0.763920  0.21
H3 -1.013063 0.227462 -1.390746  0.19
H4 -1.431267 -0.186660 1.285580  0.36
H5 0.529537 -0.851776 1.707828  0.24
H6 0.524721 -1.601084 0.343262  0.23
H7 1.769459 2.141777 -0.643220  0.41
H8 0.168006 1.771338 -0.042742  0.41

Atoms 1-2, force components in eV/Å:
C 0.2 -0.1 -2.0
N 1.2 -0.6 1.6

***

DFT (wB97M-V/def2-TZVPD) results for a structure of composition C3H8N2S at a distorted geometry.

- Kohn-Sham gap (eV) = 7.57
- largest force on an atom (Eh/bohr) = 0.094
- E (eV) = -17052.8884
- HOMO level (hartree) = -0.2803

Each line ends with the natural charge from an NBO analysis.
CARTESIAN COORDINATES (ANGSTROEM)
C1 -1.885713 0.922642 -0.018584  -0.17
C2 0.792951 -1.391779 -0.438346  -0.63
C3 0.211693 -0.591870 0.730934  -0.26
N1 0.652234 1.474779 -0.478390  -0.69
N2 -0.098951 0.781884 0.482821  -0.28
S1 -2.951993 -0.111399 0.512018  0.09
H1 -1.994579 1.851304 -0.541906  0.19
H2 0.195363 -1.237060 -1.333163  0.22
H3 1.820944 -1.103479 -0.647880  0.19
H4 0.782473 -2.448250 -0.185787  0.22
H5 -0.725435 -1.056311 1.059904  0.22
H6 0.904821 -0.622785 1.582206  0.19
H7 1.588964 1.083815 -0.537850  0.36
H8 0.707234 2.448510 -0.185979  0.36

Atoms 1-2, force components in eV/Å:
C 3.9 -1.2 1.5
C -0.2 0.2 0.2

***

The calculation returns the following energy above the lowest of the compared OMol25 structures with the same formula, charge and spin values, one per record and in order: 192.5; 75.1; 13.1; 112.9; 9.9; 73.8; 51.7; 37.6; 41.0; 88.6 kcal per mole.